[1]
{
  "formula": "S2",
  "method": "ωB97M-V/def2-TZVPD",
  "homo_ev": -9.81,
  "homo_lumo_gap_ev": 4.89,
  "lumo_ev": -4.9,
  "relative_energy_kj_mol": 562.5,
  "species": ["S", "S"],
  "xyz": [[0.00000, 0.00000, 1.54679], [0.00000, 0.00000, -1.54679]],
  "atomic_forces_ev_per_a": [[0.0000, 0.0000, -4.0973], [0.0000, 0.0000, 4.0973]],
  "lowdin_charge": [0.000, 0.000]
}

***

[2]
{
  "formula": "C48H117BN7O25",
  "method": "ωB97M-V/def2-TZVPD",
  "charge": -1,
  "homo_ev": -6.45,
  "homo_lumo_gap_ev": 8.46,
  "lumo_ev": 2.0,
  "species": ["O", "C", "O", "B", "O", "C", "O", "O", "C", "O", "C", "O", "O", "C", "O", "H", "H", "H", "H", "C", "O", "H", "H", "H", "H", "C", "O", "H", "H", "H", "H", "C", "O", "H", "H", "H", "H", "C", "O", "C", "C", "N", "C", "C", "O", "C", "H", "H", "H", "H", "H", "H", "H", "H", "H", "H", "H", "H", "H", "H", "H", "C", "O", "C", "C", "N", "C", "C", "O", "C", "H", "H", "H", "H", "H", "H", "H", "H", "H", "H", "H", "H", "H", "H", "H", "C", "O", "C", "C", "N", "C", "C", "O", "C", "H", "H", "H", "H", "H", "H", "H", "H", "H", "H", "H", "H", "H", "H", "H", "C", "O", "C", "C", "N", "C", "C", "O", "C", "H", "H", "H", "H", "H", "H", "H", "H", "H", "H", "H", "H", "H", "H", "H", "C", "O", "C", "C", "N", "C", "C", "O", "C", "H", "H", "H", "H", "H", "H", "H", "H", "H", "H", "H", "H", "H", "H", "H", "C", "O", "C", "C", "N", "C", "C", "O", "C", "H", "H", "H", "H", "H", "H", "H", "H", "H", "H", "H", "H", "H", "H", "H", "C", "C", "C", "O", "C", "N", "H", "H", "H", "H", "H", "H", "H", "H", "H", "H", "H"],
  "xyz": [[12.51635, -0.14335, -14.84954], [11.50118, 0.48489, -14.87488], [10.69430, 0.59961, -13.78478], [9.49432, 1.27874, -14.27757], [9.79994, 1.81692, -15.61272], [10.92494, 1.28628, -16.02964], [11.45531, 1.39510, -17.10143], [9.08024, 2.34512, -13.32649], [7.86688, 2.11864, -12.86678], [7.30553, 2.70159, -11.99009], [7.36966, 0.87412, -13.57925], [8.30566, 0.38910, -14.38233], [6.34115, 0.31572, -13.33529], [14.62015, -2.74116, -14.66309], [14.75273, -3.43365, -13.39740], [14.19910, -1.76197, -14.43682], [15.62221, -2.73041, -15.08763], [13.99077, -3.36490, -15.30538], [13.86818, -3.44936, -13.00088], [11.16639, -3.04275, -13.27742], [11.99662, -3.53078, -12.22492], [11.03211, -1.96236, -13.19494], [11.50545, -3.30965, -14.27772], [10.21190, -3.57648, -13.16642], [11.62017, -3.15568, -11.39492], [9.82893, 2.83165, -19.92415], [9.18779, 2.66126, -18.65449], [10.10933, 3.85977, -20.14011], [10.72198, 2.19881, -19.96542], [9.17109, 2.37259, -20.67003], [9.63069, 1.88392, -18.29538], [10.62821, 5.24119, -15.88165], [9.32703, 5.21406, -16.43244], [10.71172, 4.42744, -15.14443], [11.48073, 5.12476, -16.55365], [10.68370, 6.12375, -15.24280], [9.25977, 4.41087, -16.96672], [14.15549, 5.41411, -10.83750], [13.04174, 5.91922, -11.54579], [12.19852, 4.86230, -11.94509], [10.95380, 4.70499, -11.06996], [10.14085, 5.92674, -10.98463], [9.34712, 6.24421, -12.18423], [8.82675, 7.67791, -12.01567], [9.85191, 8.64800, -11.99433], [10.34297, 8.96486, -13.25628], [14.68954, 6.23820, -10.35306], [14.94812, 5.07343, -11.51682], [13.95067, 4.64892, -10.08963], [12.64951, 3.86602, -12.01649], [11.82301, 5.08576, -12.95005], [11.17705, 4.38547, -10.04651], [10.29631, 3.91153, -11.43757], [10.83539, 6.65394, -10.83040], [8.47969, 5.58539, -12.21894], [9.95525, 6.14798, -13.08755], [8.29604, 7.69143, -11.06395], [8.10343, 7.89292, -12.81004], [10.89322, 8.12714, -13.71203], [11.16514, 9.67947, -13.14819], [9.66093, 9.37178, -14.00890], [3.34962, 5.05364, -15.51848], [3.91340, 5.29671, -14.26668], [5.28760, 5.58152, -14.43341], [6.05611, 5.61906, -13.12427], [5.31776, 6.36374, -12.07528], [5.89715, 6.05262, -10.75340], [5.73374, 4.65001, -10.17788], [4.42712, 4.15147, -10.33638], [4.36616, 2.82416, -9.86668], [2.26051, 5.14756, -15.56755], [3.50626, 4.02235, -15.87503], [3.78217, 5.73700, -16.26296], [5.34738, 6.58809, -14.87884], [5.79747, 4.90550, -15.13060], [7.00098, 6.12866, -13.35766], [6.31094, 4.59873, -12.83516], [5.61988, 7.33006, -12.16991], [5.34762, 6.72640, -10.07828], [6.91449, 6.44188, -10.59626], [6.01692, 4.62327, -9.11618], [6.43222, 3.95192, -10.65578], [4.61729, 2.84425, -8.79927], [4.99129, 2.16554, -10.47664], [3.35840, 2.41209, -9.93394], [10.72536, 0.82283, -10.71184], [10.05473, -0.13663, -9.93370], [9.15943, -0.91499, -10.69834], [9.14361, -2.34567, -10.17551], [10.51297, -2.75370, -9.89604], [10.64368, -3.89448, -8.95776], [10.60417, -5.24753, -9.63280], [10.67372, -6.38362, -8.77095], [12.00738, -6.79569, -8.57905], [11.33909, 1.39169, -10.00309], [10.07377, 1.61878, -11.08415], [11.41400, 0.45643, -11.47116], [9.46523, -0.96166, -11.75323], [8.17336, -0.44206, -10.77910], [8.59603, -2.96282, -10.88961], [8.59447, -2.41629, -9.22535], [11.07021, -1.99725, -9.53211], [9.95286, -3.74754, -8.12254], [11.63754, -3.68443, -8.54613], [11.25452, -5.36686, -10.50075], [9.58745, -5.35961, -10.03434], [12.57281, -6.93810, -9.50391], [11.98718, -7.77857, -8.09822], [12.57651, -6.17232, -7.88116], [13.63975, 4.73782, -19.29474], [14.70097, 3.84551, -18.97552], [14.32870, 2.54608, -18.61290], [15.54154, 1.63246, -18.76993], [15.24143, 0.23755, -18.47892], [14.73303, -0.06017, -17.12994], [15.64568, 0.29905, -15.98441], [16.78809, -0.53597, -15.85968], [17.32008, -0.58448, -14.57436], [13.35650, 5.24926, -18.37308], [12.81899, 4.22797, -19.79939], [14.09008, 5.47466, -19.95852], [13.57508, 2.19470, -19.33716], [13.82593, 2.45972, -17.64259], [16.36366, 2.15479, -18.25786], [15.81956, 1.61805, -19.82641], [16.09717, -0.29408, -18.59947], [14.37099, -1.08910, -17.10670], [13.78688, 0.47929, -17.07233], [15.05484, 0.28644, -15.06059], [15.97166, 1.34665, -16.00681], [17.13634, 0.37686, -14.06909], [18.41476, -0.56716, -14.50713], [16.98383, -1.41199, -13.94617], [6.83995, 2.63103, -16.71287], [5.73818, 2.05662, -16.02402], [4.77911, 1.44669, -16.87206], [4.89992, -0.07388, -16.91773], [4.48372, -0.63610, -15.63831], [4.39921, -2.08802, -15.67871], [3.79180, -2.71983, -14.42980], [4.32546, -2.35449, -13.19367], [5.46601, -3.08033, -12.79781], [7.36710, 1.79315, -17.20067], [7.52977, 3.09560, -16.01508], [6.51368, 3.19290, -17.59477], [4.68028, 1.87174, -17.87550], [3.83003, 1.65998, -16.37618], [5.94530, -0.34985, -17.12876], [4.24416, -0.52439, -17.66558], [5.09984, -0.31626, -14.90366], [5.43197, -2.48274, -15.62593], [3.94558, -2.49408, -16.58047], [3.75265, -3.79148, -14.66962], [2.73590, -2.43481, -14.37581], [5.91576, -2.76903, -11.85530], [6.26988, -2.90774, -13.52371], [5.23841, -4.14724, -12.71531], [8.64440, -1.35666, -16.66556], [8.76537, -2.12378, -17.84557], [7.58012, -2.24716, -18.56646], [7.69028, -3.32250, -19.64159], [7.57506, -4.65251, -19.02433], [8.08236, -5.69488, -19.93344], [7.38427, -5.78222, -21.31082], [7.99494, -4.90250, -22.23441], [9.04535, -5.45329, -22.99557], [7.89571, -1.89203, -16.06339], [8.17698, -0.36674, -16.73540], [9.58734, -1.24815, -16.14059], [7.27992, -1.26955, -18.96503], [6.74916, -2.60355, -17.93408], [8.70343, -3.30948, -20.07051], [6.95939, -3.12732, -20.42451], [8.27680, -4.61994, -18.28677], [7.86186, -6.62617, -19.40634], [9.15103, -5.62212, -20.16501], [6.32565, -5.51504, -21.26547], [7.39202, -6.80482, -21.70344], [8.67678, -5.81289, -23.96249], [9.55533, -6.27385, -22.48320], [9.75417, -4.64343, -23.17299], [-0.48428, 3.28590, -11.47126], [1.00341, 3.62761, -11.38283], [1.82537, 2.82405, -12.37278], [3.13732, 3.30928, -12.59388], [3.83808, 2.38567, -13.41257], [1.21356, 5.06777, -11.63011], [-1.19119, 4.02954, -11.11028], [-0.72491, 2.38076, -10.89083], [-0.79917, 2.89788, -12.44697], [1.36590, 3.44720, -10.36784], [1.31605, 2.91885, -13.34338], [1.88064, 1.76977, -12.07711], [4.12802, 1.54781, -12.76726], [4.77703, 2.80146, -13.76525], [3.23745, 1.97469, -14.22745], [0.73856, 5.55359, -10.87210], [0.66679, 5.35032, -12.44194]],
  "atomic_forces_ev_per_a": [[0.0668, 0.1449, -0.4847], [0.4182, -0.7548, 2.0708], [0.0174, 0.1936, -1.9297], [-0.9773, 0.4053, 0.7727], [0.1740, 0.0774, -0.3456], [0.2257, 0.0693, -0.0665], [-0.3327, 0.1094, -0.1377], [0.5927, 0.2692, -0.3505], [0.4179, -0.2121, -0.1766], [0.0839, 0.0099, -0.1278], [-0.6435, -1.3090, 0.1919], [0.5316, 0.7010, 0.2746], [-0.3610, 0.0170, 0.0109], [0.1052, -1.1528, 1.2975], [-0.0361, 0.1205, -0.3084], [0.1019, 0.0560, -0.7058], [-0.1549, 0.4087, -0.1196], [-0.1762, 0.4493, -0.2585], [0.0611, -0.0605, 0.1956], [-0.8260, -0.5649, 0.6319], [0.5640, 0.2686, -0.4191], [-0.0685, -0.0444, -0.2115], [0.6170, 0.0516, 0.2075], [-0.2675, 0.4667, -0.1928], [-0.0413, -0.2300, -0.2060], [-0.1338, -1.3272, -0.0157], [0.4808, 0.3225, -0.2597], [-0.3146, 0.0746, 0.0898], [0.2185, 0.3310, 0.1007], [-0.0206, 0.6476, -0.3239], [-0.0941, 0.1789, 0.4931], [-0.3845, -0.6997, 1.5584], [0.3222, -0.0120, -0.5863], [0.1334, -0.1504, -0.1330], [-0.2380, 0.3858, -0.3722], [0.2691, 0.3212, -0.5069], [-0.1016, -0.0182, -0.0831], [1.3401, 0.9245, -0.1415], [0.3545, -0.7858, 0.5544], [-1.5979, -0.6184, -0.6166], [-0.8266, 0.2103, 0.2846], [0.4913, -0.1234, 0.0732], [0.6185, 0.4823, 0.9448], [-0.1231, -0.8795, -0.3549], [-0.4756, 0.3075, 0.2371], [1.8477, -0.1111, -0.7018], [-0.5807, 0.1617, 0.2660], [-0.3898, -0.5579, -0.2353], [-0.3572, -0.0499, -0.0635], [0.6419, 0.2580, 0.0688], [0.2560, 0.1230, -0.0355], [0.3765, 0.1821, 0.0032], [0.2569, -0.0611, -0.3750], [-0.3916, 0.3701, -0.0371], [0.2863, -0.1728, -0.1042], [-0.2901, -0.0538, -0.3101], [0.2291, 0.3932, 0.0621], [0.0076, 0.1480, -0.0803], [-0.4660, -0.2593, -0.0653], [-0.3504, 0.2845, 0.3356], [-0.5272, -0.1249, 0.3771], [-0.1759, -0.4110, -0.8571], [0.2044, -0.2128, -0.1964], [-0.0313, 0.9247, 0.1074], [-0.5455, 0.2299, -0.3887], [1.5946, -0.9192, 0.1780], [-1.2797, 1.0548, 1.4525], [0.6572, -0.5421, -0.7477], [-0.2788, 0.1975, 0.1627], [-0.2252, 0.2934, -0.0110], [0.0512, 0.4302, 0.6663], [0.4631, 0.0515, 0.1257], [-0.1606, -0.0317, -0.1162], [0.0801, 0.0178, -0.1715], [-0.1755, -0.2212, 0.0174], [-0.0570, -0.2581, -0.1248], [-0.2965, 0.1547, 0.4221], [-0.5028, 0.1428, -0.3877], [-0.2055, -0.1535, 0.0410], [0.2129, -0.8069, -0.3021], [-0.0015, 0.4376, 0.1282], [-0.1546, 0.2795, 0.0593], [0.3691, -0.4840, 0.0063], [0.3475, -0.0262, 0.3072], [-0.1629, 0.4228, -0.1887], [0.6977, 1.6031, 1.1982], [-0.1235, -0.2817, -0.3867], [-0.1113, -0.1749, -0.9395], [-0.1546, 0.8000, 1.0308], [0.0470, -1.5018, -0.6607], [1.5965, 1.4746, -0.0118], [-2.1928, -0.6865, -0.3036], [0.9083, 0.5512, -0.1465], [0.2435, -0.8975, 0.7784], [0.1452, -0.2314, 0.0878], [-0.3117, -0.4705, -0.4724], [-0.4124, -0.4433, -0.1827], [0.4641, 0.0448, 0.0971], [-0.1629, -0.1757, 0.5543], [0.3840, -0.2383, -0.1196], [-0.2889, 0.2058, -0.0583], [-0.4615, 0.4194, -0.0028], [-0.3001, -0.5987, -0.0606], [0.0507, -0.5846, 0.2674], [0.4189, 0.3420, 0.2362], [0.0647, 0.2175, -0.2163], [-0.1429, 0.3299, -0.1751], [-0.2192, 0.0256, -0.0527], [-0.0669, 0.3717, -0.2303], [1.1168, -0.1688, 0.4218], [0.3258, 0.3188, -0.1058], [-0.8700, -0.8905, -1.0037], [-0.2230, 0.5182, -0.3469], [0.5135, -0.3651, 0.6286], [-0.3461, 0.4702, -0.8705], [-0.4656, 0.4086, 1.1767], [0.0831, -0.5781, -0.8303], [0.6134, 1.3552, 1.1946], [-0.5923, -0.0031, -0.0899], [-0.1708, 0.0195, 0.1351], [-0.2026, 0.0833, -0.1007], [-0.0771, -0.0870, 0.1184], [0.3550, 0.3432, 0.1818], [0.1586, -0.5338, 0.3982], [0.0059, 0.3499, -0.0242], [-0.0588, -0.0212, -0.1976], [0.5387, -0.2101, 0.1332], [0.1712, 0.2068, 0.5379], [-0.0483, -0.4457, -0.0002], [0.1302, 0.0802, -0.5219], [-0.5265, -0.2367, 0.2329], [0.0496, -0.5254, -0.9196], [-0.3790, -0.0056, -0.1778], [-0.0801, -2.0591, -1.0763], [0.0226, 0.5187, -0.1842], [-0.8845, -0.2952, 0.5540], [0.3919, 0.0557, 0.7429], [-1.0710, -0.1133, -0.6083], [2.0824, 0.1674, 1.6515], [-1.8013, 0.2275, -1.1154], [0.3224, 0.0109, 0.6844], [0.6727, -0.1190, -0.7852], [0.3368, 0.2125, 0.2466], [-0.2798, 0.4160, -0.0747], [0.0230, 0.7747, 0.5269], [0.6316, 0.2260, -0.0407], [-0.1805, -0.0808, -0.0891], [-0.0751, 0.0244, -0.3461], [0.0967, 0.2944, -0.3014], [0.0352, -0.1452, 0.2683], [0.1110, -0.2063, -0.6692], [-0.2737, 0.2471, -0.0219], [0.4183, -0.2646, 0.6640], [0.0095, 0.1892, 0.0738], [-0.7188, 0.4661, 0.1786], [0.0453, -0.3595, -0.1021], [0.0452, -0.0930, -0.1318], [-1.5600, -0.5683, 0.4005], [1.1462, 0.2462, -0.1039], [-1.0274, -0.2376, -0.2476], [1.2262, 0.3117, 0.4203], [0.2536, 0.1229, -0.7305], [-1.1755, -0.6588, -0.2245], [0.0053, 0.1967, 0.3478], [-0.1854, 0.1376, -0.1526], [-0.0212, 0.2421, -0.0393], [0.3919, 0.0552, 0.6101], [0.3306, 0.1136, -0.7980], [0.1784, -0.3654, -0.1794], [0.0418, -0.0616, -0.1999], [0.0897, 0.2779, 0.2951], [-0.1872, 0.6663, -0.3859], [-0.0773, -0.3074, 0.0257], [-0.3370, -0.0665, 0.2906], [0.3939, -0.1861, -0.0905], [0.1539, 0.0676, 0.2457], [0.0577, 0.1841, 0.2618], [0.2603, -0.0832, 0.1376], [-0.0010, -0.0877, 0.0272], [0.0159, 0.0367, 0.0612], [0.0970, -0.1377, -0.0668], [-0.4240, -2.1731, 0.2564], [0.0736, 1.2040, 0.0235], [0.4136, 0.2741, -0.7541], [-0.6190, -0.2991, -0.0203], [0.1994, -0.4047, 1.2476], [-0.4393, 0.1207, 0.2470], [0.3158, 0.3661, -0.1261], [0.2418, 0.1531, 0.3572], [0.1719, 0.7657, -0.3565], [0.0127, -0.0171, -0.0240], [-0.2739, -0.4149, -0.0794], [-0.2854, -0.1501, -0.0039], [-0.0207, -0.3017, -0.2242], [-0.2340, 0.3862, -0.1702], [-0.0603, 0.2230, -0.2020], [0.2513, 0.0816, 0.0545], [0.2664, -0.1520, -0.2175]],
  "lowdin_charge": [0.159, -0.340, 0.198, -0.921, 0.223, -0.388, 0.150, 0.212, -0.386, 0.144, -0.383, 0.206, 0.147, -0.144, -0.149, 0.060, 0.067, 0.079, 0.023, -0.133, -0.164, 0.063, 0.079, 0.079, 0.041, -0.129, -0.138, 0.075, 0.073, 0.076, 0.044, -0.154, -0.109, 0.066, 0.072, 0.058, 0.043, -0.122, -0.166, -0.227, -0.193, -0.042, -0.187, -0.217, -0.166, -0.131, 0.083, 0.086, 0.088, 0.122, 0.104, 0.113, 0.098, 0.097, 0.093, 0.089, 0.107, 0.113, 0.075, 0.088, 0.092, -0.127, -0.174, -0.220, -0.184, -0.001, -0.197, -0.230, -0.177, -0.108, 0.085, 0.073, 0.085, 0.121, 0.113, 0.088, 0.096, 0.096, 0.115, 0.085, 0.121, 0.081, 0.087, 0.086, 0.072, -0.093, -0.169, -0.202, -0.180, -0.078, -0.176, -0.213, -0.179, -0.131, 0.091, 0.076, 0.092, 0.108, 0.132, 0.114, 0.116, 0.111, 0.120, 0.122, 0.115, 0.126, 0.088, 0.083, 0.084, -0.083, -0.194, -0.245, -0.217, -0.055, -0.194, -0.225, -0.181, -0.138, 0.077, 0.075, 0.084, 0.121, 0.108, 0.114, 0.117, 0.103, 0.121, 0.080, 0.101, 0.123, 0.088, 0.082, 0.079, -0.089, -0.202, -0.213, -0.195, -0.032, -0.215, -0.251, -0.167, -0.110, 0.068, 0.082, 0.095, 0.122, 0.099, 0.090, 0.120, 0.075, 0.098, 0.120, 0.118, 0.120, 0.079, 0.079, 0.086, -0.080, -0.164, -0.249, -0.202, -0.059, -0.206, -0.221, -0.218, -0.115, 0.092, 0.071, 0.091, 0.124, 0.113, 0.121, 0.119, 0.106, 0.111, 0.116, 0.122, 0.114, 0.083, 0.085, 0.088, -0.081, -0.420, -0.218, -0.199, -0.095, 0.051, 0.067, 0.070, 0.070, 0.125, 0.123, 0.130, 0.084, 0.075, 0.080, 0.065, 0.070]
}